Molecular formula: C10H27NO13P4
Method: DFT, ωB97M-V/def2-TZVPD

```
55
Properties=species:S:1:pos:R:3:forces:R:3
C 3.63078 -1.81069 -0.60357 -0.4 0.8 -0.4
C 2.84178 -0.69716 -1.33750 0.1 0.4 -0.3
P 1.39287 -0.10384 -0.37311 -0.1 -0.9 0.7
C 1.94737 1.07277 0.93055 0.0 0.9 -1.1
O 0.56765 0.92046 -1.51281 -0.3 -1.5 1.1
P -0.98549 0.50469 -1.63237 0.1 1.4 -0.7
O -1.48616 0.83074 -2.94660 -0.4 -0.1 -0.6
O -1.72719 1.27229 -0.44394 0.6 -0.6 -0.1
O -1.20265 -1.12866 -1.33221 0.5 0.7 -0.2
O -2.35716 -1.26417 -0.48942 -0.6 -0.2 0.5
C -2.07361 -2.17681 0.39089 0.7 -0.6 -0.2
N -1.75306 -3.05193 1.07579 -0.3 0.6 -0.2
H 4.41118 -1.37705 0.02266 -0.2 -0.2 0.2
H 4.10398 -2.43267 -1.36481 0.0 -0.1 0.2
H 2.91539 -2.40583 -0.03059 0.4 -0.1 0.1
H 3.46798 0.12998 -1.69119 0.0 -0.1 0.1
H 2.41141 -1.15456 -2.23702 -0.2 0.2 0.1
H 1.05322 1.61882 1.25613 0.1 -0.2 0.1
H 2.36742 0.57455 1.80434 0.0 -0.2 -0.2
H 2.62162 1.83764 0.52633 0.1 -0.2 0.2
H -1.06525 1.72398 0.09317 -0.2 0.1 0.2
C -6.75524 -3.32893 5.28811 -0.8 0.3 0.4
O -5.73445 -4.26596 5.59521 1.3 -2.0 1.3
P -4.26271 -3.82900 6.22732 1.2 5.9 -3.5
O -4.46985 -2.38932 6.55014 -0.2 -0.8 0.5
O -3.50443 -4.10173 4.82164 0.6 -0.5 0.6
C -3.75988 -3.24989 3.71268 -0.4 -0.1 -0.4
O -2.83498 -4.04845 7.06952 -2.4 -2.6 0.6
C -2.24075 -5.36251 7.06628 0.3 0.0 -0.1
H -7.60627 -3.48990 5.95122 0.0 0.1 0.0
H -6.44031 -2.29232 5.35324 0.3 -0.1 0.2
H -7.07349 -3.53138 4.26346 0.1 -0.2 0.0
H -3.99167 -2.23180 4.03009 0.0 -0.1 0.2
H -4.58412 -3.64994 3.11767 0.0 0.1 0.0
H -2.86915 -3.22844 3.09022 0.0 -0.2 0.2
H -1.85395 -5.60339 6.07539 -0.1 0.0 0.0
H -2.96259 -6.11804 7.37648 0.1 -0.1 0.0
H -1.41411 -5.35706 7.77346 -0.1 0.1 0.0
C 1.68592 2.36139 -5.93172 -0.2 -0.9 0.0
O 2.84253 3.19202 -5.94714 2.6 0.6 -0.3
P 3.51501 3.83546 -4.57341 -6.0 1.7 3.4
O 2.75692 3.13577 -3.49863 0.8 -0.4 -0.3
O 2.94477 5.30957 -4.94806 0.9 0.4 0.2
C 1.54449 5.54239 -4.92195 -0.3 -0.1 -0.4
O 4.68361 4.54115 -3.60401 1.4 -1.6 -2.8
C 5.70389 5.33785 -4.24058 0.1 0.2 0.1
H 1.95871 1.35528 -6.25169 0.0 0.0 0.0
H 1.18732 2.30890 -4.96906 0.3 0.1 0.2
H 0.98876 2.77763 -6.66120 0.2 0.1 -0.1
H 1.05030 4.92865 -4.16793 0.1 -0.1 0.0
H 1.11151 5.34522 -5.90443 -0.1 0.0 0.0
H 1.38773 6.59208 -4.68108 0.1 0.0 0.0
H 5.27659 6.26089 -4.63367 -0.1 -0.1 0.0
H 6.18860 4.78227 -5.04323 0.1 0.1 0.0
H 6.44921 5.58897 -3.48905 -0.1 -0.1 0.1
```
Forces are in eV/Å.

E_LUMO, eV: -1.2351
Calculated total energy, eV: -76068.150
Gap between HOMO and LUMO, eV: 7.8
HOMO energy, eV: -9.0

Results of the Mulliken charge analysis, in e, for atoms 1 through 2: C -1.20; C -0.35

Molecular formula: C10H27NO2Si2
Method: DFT, ωB97M-V/def2-TZVPD

```
42
Properties=species:S:1:pos:R:3:forces:R:3
C 2.81770 2.53544 -1.06048 -0.3 -1.2 0.9
Si 1.24552 2.46851 -0.00456 0.1 -1.2 -1.6
C 1.40487 3.50660 1.45919 -0.6 2.5 -0.2
C -0.03681 3.27231 -1.18918 0.4 -0.8 0.8
O 0.87341 0.90319 0.62772 -0.2 2.6 -1.9
C 1.82608 0.04841 1.11592 2.1 -0.6 1.2
C 1.09149 -1.16289 1.66692 -2.9 -0.7 -2.2
N -0.11894 -0.73214 2.39757 0.8 1.5 0.5
C -1.27088 -1.54916 2.68712 -0.8 2.0 -1.5
C -2.05701 -1.87863 1.39723 0.6 0.4 -1.9
O -1.19419 -2.41266 0.35586 0.5 -1.1 0.8
Si -1.21568 -2.10583 -1.27189 -0.1 1.1 0.9
C 0.19162 -2.99304 -2.11374 -1.0 -1.0 0.7
C -2.98618 -2.35516 -1.76404 0.0 -1.6 -1.9
C -0.97556 -0.29290 -1.39804 1.3 0.6 -0.2
H 3.66614 2.54463 -0.39291 0.5 0.4 0.1
H 2.77703 3.38065 -1.70618 0.1 1.0 -0.2
H 3.00356 1.71516 -1.74238 -0.3 -0.5 0.0
H 1.36745 4.57843 1.11314 -0.1 -0.8 0.1
H 2.30665 3.50293 2.01340 0.9 -0.6 0.7
H 0.54546 3.41189 2.10854 -0.2 -0.2 0.4
H -0.28835 4.17574 -0.68672 -0.6 0.9 0.7
H 0.41789 3.67708 -2.10777 -0.3 -1.0 0.0
H -0.95740 2.68483 -1.26076 0.2 0.2 -0.6
H 2.60499 -0.29463 0.38097 -0.8 0.3 0.1
H 2.44809 0.59660 1.88555 -0.6 -0.6 -0.2
H 0.76993 -1.87804 0.80735 0.7 1.5 1.1
H 1.64186 -1.78787 2.27918 1.7 -0.9 1.5
H -0.37826 0.21897 2.13914 0.1 -0.6 -0.1
H -0.94867 -2.44264 3.11886 0.3 -1.6 1.0
H -1.93266 -0.94055 3.40106 0.8 -1.1 -0.9
H -2.78782 -2.67269 1.52652 -0.6 0.4 0.4
H -2.42844 -0.95842 0.86576 -0.5 -0.5 1.4
H 0.28691 -2.63143 -3.12739 0.2 0.0 -0.3
H 0.06322 -4.08364 -2.06907 -0.1 0.2 -0.4
H 1.07409 -2.83437 -1.51896 0.6 0.5 0.1
H -3.63447 -2.27354 -0.89249 -0.1 0.0 -0.1
H -3.39062 -1.77982 -2.63274 0.4 -0.2 0.8
H -2.96947 -3.41788 -2.14359 -0.6 0.7 0.5
H -0.50458 0.05812 -2.33089 -0.3 -0.1 0.1
H -0.36464 0.13573 -0.57766 -0.7 -0.5 -0.6
H -1.98335 0.06270 -1.35563 -0.6 0.8 0.0
```
Forces are in eV/Å.

E_LUMO, eV: 0.7971
SMILES: C[Si](C)(C)OCCNCCO[Si](C)(C)C
Calculated total energy, eV: -32149.909
Gap between HOMO and LUMO, eV: 8.6
ΔE to the lowest compared entry with this formula, charge and spin, eV: 1.582
HOMO energy, eV: -7.8

Results of the Mulliken charge analysis, in e, for atoms 1 through 2: C -1.30; Si 0.34

Question: The lowest calculated total energy belongs to which entry?
Answer: C10H27NO13P4

Question: What is the formula in the first record?
Answer: C10H27NO13P4

Question: Which value of E_LUMO does entry 2 give?
Answer: 0.7971 eV